Entry 1:
ORCA calculation (the ωB97M-V functional and the def2-TZVPD basis) on a cluster of 6 separate species, C36H63ClF5O10PS2 in total at a distorted geometry.

For the HOMO energy, the calculation gives -8.5 eV. For the LUMO energy, the calculation gives -0.0559 Eh. The SMILES is O=C1C=C(CCCCS(=O)(=O)Cl)C(=O)c2c(COC(F)(F)F)c(F)c([PH2]=S)c(F)c21.CCOCC.CCOCC.CCOCC.CCOCC.CCOCC. The spin multiplicity is 1. The value obtained for the frontier orbital gap is 6.98 eV. Its max |F| is 1.560 eV/A. The calculation puts the molar mass at 881.44 u.

Last column: Mulliken charge in e.
Atoms and positions in Å:
1 H 5.69 -5.70 2.24  0.349
2 C -9.47 2.62 -3.16  -1.025
3 H -9.04 0.01 -2.61  0.319
4 H 3.07 3.92 1.44  0.301
5 C 7.30 0.54 -4.43  -1.068
6 H 5.02 -3.06 -0.74  0.046
7 H 5.30 0.00 -5.09  0.309
8 O 6.79 -4.63 0.95  -0.365
9 C 3.99 1.37 -3.16  -1.110
10 S 5.10 -4.40 -3.23  -0.442
11 C 2.71 2.94 1.77  -0.819
12 H 4.71 0.26 -1.47  0.202
13 H 2.22 5.43 4.79  0.378
14 H 7.83 -2.87 1.28  0.354
15 O -0.04 0.10 -1.55  -0.366
16 O 5.53 -0.55 -3.11  -0.325
17 H 1.16 2.04 2.93  0.297
18 H -5.75 -0.66 -1.32  0.467
19 C 9.25 -4.49 1.05  -1.193
20 C 2.11 5.07 3.77  -0.360
21 H -4.41 -1.21 -0.39  0.510
22 H -4.04 7.43 6.34  0.334
23 C -2.00 -4.63 -3.00  -0.833
24 H 7.69 0.59 -5.44  0.399
25 H 1.00 5.65 1.99  0.314
26 C -1.24 5.74 6.72  -0.324
27 O -2.15 6.78 6.39  -0.429
28 H -9.33 2.83 -2.10  0.296
29 C 0.28 -4.24 -2.03  0.299
30 H 3.53 2.45 2.29  0.305
31 F 2.09 -5.66 -2.51  -0.386
32 H 4.42 -5.19 -0.71  0.081
33 C -1.69 -2.79 -1.50  1.233
34 F -0.50 1.70 -0.06  -0.253
35 H -8.26 2.11 -4.89  0.309
36 O -4.25 -4.69 -0.31  -0.518
37 O 1.69 3.72 3.87  -0.486
38 H -9.15 0.09 -5.15  0.326
39 C -3.82 6.25 8.12  -1.012
40 C 1.48 3.04 2.65  -0.232
41 H 0.65 3.49 2.10  0.248
42 C 0.70 -2.10 -0.98  -0.538
43 H -2.48 4.02 6.23  0.357
44 H 0.16 5.94 3.50  0.160
45 H -8.94 -1.55 -4.54  0.403
46 H -3.43 -0.96 -2.56  0.272
47 H -0.74 3.70 6.24  0.382
48 H -10.18 1.80 -3.25  0.271
49 H -0.26 6.12 6.45  0.265
50 O -2.17 -2.07 -0.67  -0.437
51 H 7.41 -5.78 2.56  0.316
52 H -3.88 5.71 6.02  0.293
53 C -8.13 -0.04 -3.23  0.236
54 H 5.93 1.27 -2.21  0.357
55 C -5.05 -1.48 -1.22  -0.697
56 H -3.73 -2.95 -4.09  0.540
57 C -4.31 -1.60 -2.56  -0.778
58 F -0.69 2.08 -2.17  -0.301
59 H 3.11 5.12 3.32  0.313
60 F 1.26 1.87 -1.29  -0.184
61 O -7.45 1.19 -3.22  -0.366
62 C -2.50 -3.50 -2.51  0.426
63 C 0.00 1.40 -1.27  0.843
64 H -6.20 -3.33 -1.63  0.495
65 H 7.07 1.55 -4.10  0.263
66 H -4.96 -1.21 -3.33  0.474
67 C 2.56 -3.62 -1.49  0.111
68 H 6.25 -4.43 4.29  0.401
69 C -8.46 -0.57 -4.61  -1.202
70 C 7.93 -3.81 0.73  -0.272
71 H -4.57 -3.78 -2.82  0.484
72 H -7.46 3.14 -3.72  0.308
73 H -0.55 -0.83 0.24  0.332
74 C 6.44 -4.00 3.31  -1.041
75 H 1.50 6.99 3.01  0.392
76 C 6.60 -5.10 2.28  -0.350
77 C -1.50 4.44 5.98  -1.015
78 H -3.32 5.35 8.48  0.265
79 H 6.35 -1.36 -4.74  0.354
80 O -0.47 -6.37 -2.79  -0.565
81 H -7.46 -0.74 -2.73  -0.230
82 C 1.64 -4.53 -2.02  0.257
83 H 1.11 -0.32 0.12  0.463
84 H -9.91 3.49 -3.64  0.393
85 C 0.29 -0.77 -0.43  -0.483
86 C -0.20 -3.04 -1.50  -0.240
87 C 2.05 -2.42 -1.00  0.914
88 C 1.14 5.96 3.02  -0.973
89 H 9.36 -5.41 0.47  0.324
90 H 3.66 2.22 -2.56  0.368
91 H -7.56 -0.67 -5.21  0.312
92 H 7.33 -3.37 3.38  0.266
93 H -2.55 -5.20 -3.74  0.513
94 H 8.07 0.14 -3.77  0.291
95 C -3.84 -2.99 -3.01  -1.147
96 F 2.93 -1.54 -0.50  -0.509
97 C -5.89 -2.70 -0.80  -1.045
98 H -3.50 7.08 8.74  0.288
99 H 4.32 1.75 -4.12  0.357
100 Cl -4.15 -2.68 1.71  -0.201
101 P 4.33 -4.02 -1.49  0.488
102 H 5.60 -3.35 3.04  0.254
103 H 7.90 -3.56 -0.33  0.308
104 H 10.08 -3.82 0.81  0.387
105 C 6.07 -0.37 -4.40  -0.379
106 S -5.16 -3.83 0.38  1.146
107 H -1.23 5.58 7.80  0.330
108 H 9.33 -4.76 2.11  0.283
109 C 5.09 0.61 -2.43  -0.276
110 H -6.80 -2.35 -0.32  0.435
111 H -4.90 6.11 8.25  0.385
112 C -0.70 -5.20 -2.61  -0.318
113 H 3.13 0.72 -3.33  0.274
114 H 2.46 2.36 0.88  0.157
115 C -3.51 6.53 6.66  -0.337
116 C -8.13 2.29 -3.82  -0.361
117 H -1.47 4.60 4.90  0.223
118 O -6.23 -4.45 1.11  -0.611



Entry 2:
ORCA calculation (the ωB97M-V functional and the def2-TZVPD basis) on a structure of composition C36H63ClMoN4O5S3Si.

For the HOMO energy (spin up / spin down), the calculation gives -7.2 / -7.8 eV. For the LUMO energy (spin up / spin down), the calculation gives -0.0293 / -0.0386 Eh. Its expectation value of S² is 2.03. The spin multiplicity is 3. The value obtained for the frontier orbital gap (spin up / spin down) is 6.44 / 6.79 eV. Its max |F| is 0.653 eV/A. The calculation puts the molar mass at 887.60 u.

Last column: Löwdin spin population.
Atoms and positions in Å:
1 C 2.61 -4.78 -1.70  0.004
2 H 3.46 1.08 5.55  0.000
3 H 0.77 -1.13 -2.86  0.000
4 C -2.31 -1.14 -1.61  0.005
5 H -2.68 1.26 -3.94  0.000
6 C 2.89 -3.13 3.66  0.000
7 C 3.42 -2.26 5.95  0.000
8 H 5.55 -1.33 -0.22  0.000
9 H 3.96 -3.18 3.45  0.000
10 C 5.52 1.18 0.86  0.000
11 C 2.71 -2.99 -0.09  0.005
12 C -0.09 2.93 -3.45  0.000
13 H 3.24 -1.46 6.66  0.000
14 H 5.99 -2.22 1.25  0.000
15 H -0.09 2.08 -4.14  0.000
16 H -4.79 2.66 -4.30  0.000
17 H -2.83 -1.65 -0.81  0.000
18 H 2.57 -4.11 4.04  0.000
19 C 3.49 2.12 5.24  0.000
20 H -1.17 5.10 1.03  0.000
21 H 4.48 -2.28 5.71  0.000
22 H -1.00 -3.23 -2.70  0.000
23 H -2.80 3.24 1.36  0.000
24 C -0.26 -0.81 -2.75  0.006
25 H 1.21 4.51 0.53  0.001
26 H 0.75 2.78 -2.77  0.000
27 H -3.23 0.74 1.49  0.004
28 O 1.47 -0.47 1.99  0.132
29 Cl 3.02 -0.63 -2.15  -0.003
30 H -2.73 -1.47 -2.57  0.000
31 N -0.87 -1.45 -1.57  0.012
32 H 3.18 2.75 6.08  0.000
33 H -1.34 -3.39 -0.97  0.000
34 H 4.52 2.38 4.99  0.000
35 H -4.14 3.82 -3.15  0.000
36 C 0.56 5.37 -3.26  0.000
37 H -5.73 2.24 -2.02  0.000
38 C -1.76 3.04 1.11  0.016
39 C -1.97 -2.69 1.79  -0.001
40 H 0.76 -2.93 5.38  0.000
41 H 2.68 0.38 -0.11  0.004
42 H 3.07 -5.63 -2.19  0.000
43 N -2.58 -1.56 1.58  -0.004
44 H -4.88 -2.81 1.70  0.000
45 C 1.13 2.07 4.38  0.000
46 H 0.94 -1.22 5.79  0.000
47 H -0.29 0.27 -2.63  0.001
48 C -1.33 1.74 0.94  0.011
49 H 0.54 -1.71 4.13  0.000
50 H -0.83 -1.09 -3.65  0.000
51 H 0.63 4.15 -5.03  0.000
52 H -4.11 2.06 -1.36  0.000
53 C 6.06 -0.10 2.96  0.000
54 H 2.53 4.50 4.39  0.000
55 H 5.08 1.10 -0.13  0.000
56 O 2.99 1.55 2.93  0.003
57 H 0.62 6.32 -3.79  0.000
58 C 1.43 -2.56 -0.44  -0.018
59 H -0.99 4.57 -4.53  0.000
60 C -0.86 4.07 0.94  0.009
61 C 0.45 3.75 0.65  0.015
62 H 3.15 -3.21 6.42  0.000
63 C 2.60 -2.04 4.69  0.000
64 H 1.57 5.11 -2.93  0.000
65 C 2.59 2.36 4.04  0.000
66 C -4.71 1.94 -2.26  0.000
67 H -4.51 -2.67 3.44  0.000
68 N -1.68 -0.57 1.21  -0.011
69 H 2.06 4.02 2.75  0.000
70 H 1.53 0.94 -1.34  0.000
71 H 5.96 -1.06 3.47  0.000
72 C -2.19 0.61 1.22  0.095
73 C -0.01 4.28 -4.16  0.000
74 H -0.06 5.51 -2.38  0.000
75 H 5.58 0.66 3.58  0.000
76 H 0.79 -4.91 -2.83  0.000
77 C 6.07 -1.26 0.74  0.000
78 Mo 0.34 -0.89 0.42  1.675
79 H 4.29 -4.39 -0.42  0.000
80 S -0.31 -3.00 1.56  -0.011
81 S -2.91 -4.07 2.30  0.000
82 H -2.46 -0.07 -1.52  0.001
83 S -1.59 2.72 -2.44  0.000
84 C 1.96 0.06 -0.87  -0.015
85 C 1.11 -1.97 5.02  0.001
86 H 7.12 0.15 2.88  0.000
87 C -0.68 -2.91 -1.70  0.006
88 H -2.40 2.83 -4.72  0.000
89 H 6.56 1.49 0.76  0.000
90 O 3.02 -0.77 4.18  0.001
91 C 3.29 -4.09 -0.70  -0.001
92 H 7.12 -1.04 0.56  0.000
93 H -5.19 -4.18 2.79  0.000
94 N -0.07 1.42 0.58  0.018
95 C 0.74 -3.29 -1.42  0.003
96 C -4.15 2.76 -3.42  0.000
97 H 2.35 -2.94 2.73  0.000
98 H 1.01 1.04 4.72  0.000
99 H 1.83 2.15 0.29  0.000
100 H 3.28 -2.43 0.65  0.000
101 H 3.77 3.97 3.23  0.000
102 C 1.34 -4.37 -2.06  -0.001
103 H 0.77 2.73 5.17  0.000
104 C -4.53 -3.34 2.58  0.000
105 H 0.50 2.21 3.49  0.000
106 Si 2.84 -0.08 2.70  0.019
107 H 4.98 1.95 1.43  0.000
108 C 0.81 2.42 0.49  0.009
109 C 5.42 -0.16 1.58  0.001
110 H -4.73 0.87 -2.51  0.000
111 C -2.74 2.34 -3.80  0.000
112 C 2.75 3.80 3.58  0.000
113 O -1.98 4.05 -1.90  0.001
114 O 4.04 -0.52 1.68  0.004



Which of these has the lowest max |F|?
C36H63ClMoN4O5S3Si



What is the formula in the first record?
C36H63ClF5O10PS2